C20H50O10 | wB97M-V/def2-TZVPD

The geometry in XYZ format:
```
80
Properties=species:S:1:pos:R:3:forces:R:3
C -12.947897 16.231996 0.933576 -0.937 0.041 1.590
O -12.623797 15.006771 1.648210 0.103 1.023 -0.992
C -11.265325 14.674561 1.865530 0.825 0.348 -0.619
C -10.600822 15.336094 3.099589 -0.270 -0.567 -0.949
O -11.201866 14.891034 4.244410 -2.442 -0.521 2.750
C -12.582659 15.326971 4.552824 1.283 0.939 -1.006
H -12.926249 16.313426 -0.153167 0.419 -1.030 -0.171
H -12.498934 17.157449 1.294226 0.822 -0.249 0.395
H -13.979469 16.380108 1.252997 -0.268 -0.036 -0.381
H -10.693341 14.829517 0.950693 0.282 0.576 -0.190
H -11.205597 13.589110 1.945083 -0.339 -0.078 0.589
H -10.523566 16.423176 3.079933 -0.343 0.341 -0.356
H -9.587113 14.967797 3.257279 0.307 -0.057 -0.711
H -12.624845 16.400102 4.366529 0.014 0.326 -0.113
H -12.824001 15.242848 5.612442 0.393 -0.706 -0.088
H -13.324684 14.904362 3.875406 0.116 -0.479 0.311
C -18.704719 16.063822 -1.724710 0.546 -0.962 0.293
O -17.854405 15.772034 -2.861101 -0.820 0.305 0.587
C -17.700816 14.394150 -3.202053 0.445 0.316 0.003
C -16.767045 13.621391 -2.289481 -0.158 -0.023 0.672
O -15.404492 13.961532 -2.502158 -2.433 0.951 -2.477
C -14.540543 13.666370 -1.526884 1.539 -1.649 2.130
H -19.354025 16.932289 -1.835468 0.428 0.168 -0.613
H -18.127451 16.173798 -0.806682 0.417 0.389 -0.096
H -19.370469 15.249798 -1.437912 -0.185 -0.456 -0.565
H -17.268524 14.363635 -4.202201 -0.085 0.243 -0.111
H -18.683739 13.925037 -3.245689 -0.093 -0.256 0.140
H -16.911423 12.543323 -2.360497 0.073 -0.339 -0.651
H -17.124699 13.778100 -1.271829 0.458 0.555 0.516
H -14.606402 14.326876 -0.662307 0.273 0.284 0.041
H -13.529501 13.541180 -1.914459 0.147 0.887 -0.162
H -14.671788 12.656118 -1.139258 -0.523 -0.424 0.330
C -13.603805 7.596310 3.535849 0.191 0.702 -1.134
O -12.515193 8.378232 3.035891 -0.319 0.349 0.812
C -12.168181 9.460217 3.901977 -0.022 1.549 -0.136
C -11.825343 10.759567 3.095087 1.005 -0.372 0.380
O -12.676695 11.007053 2.028345 -0.491 -0.110 -1.467
C -14.041054 11.172137 2.329761 -0.470 -0.406 0.786
H -13.437159 7.227010 4.547749 -0.018 -0.073 0.001
H -13.768419 6.804076 2.805522 0.337 -0.337 0.265
H -14.513564 8.190685 3.451346 -0.218 0.156 0.577
H -11.360383 9.163877 4.571116 0.202 0.121 -0.160
H -12.937347 9.881249 4.549441 -0.894 -1.069 0.194
H -10.779960 10.683739 2.795887 -0.107 -0.175 -1.003
H -11.793922 11.721729 3.606324 -0.230 -0.394 1.422
H -14.568606 11.744962 1.567098 0.388 -0.115 -0.195
H -14.280544 11.639428 3.284948 0.667 0.760 0.255
H -14.550321 10.223462 2.499346 -0.001 -0.501 -0.615
C -9.023549 14.077197 8.950268 0.245 0.152 0.179
O -9.588776 12.880522 8.460686 0.607 -0.332 0.329
C -10.463783 13.142011 7.387534 0.236 -0.203 -0.502
C -11.093507 11.943331 6.736597 0.791 -1.317 -1.203
O -10.263457 11.124096 5.820288 -2.241 2.178 -0.205
C -9.397973 10.304164 6.457684 1.095 -0.731 1.152
H -8.634662 14.724153 8.163938 0.012 -0.044 -0.399
H -8.181741 13.855932 9.606381 -0.103 -0.326 0.047
H -9.721686 14.699339 9.510304 -0.384 -0.113 0.082
H -9.906358 13.638473 6.593233 -0.239 0.741 0.001
H -11.304083 13.687738 7.816681 -0.169 0.655 -0.487
H -11.815497 12.295782 5.999968 -0.501 0.203 0.624
H -11.497649 11.307074 7.523957 -0.419 -0.249 -0.207
H -8.510015 10.212819 5.832151 0.470 0.230 0.418
H -9.734973 9.277987 6.604280 -0.573 -0.329 -0.039
H -9.280455 10.740795 7.449475 1.170 -0.453 0.178
C -6.644134 14.679464 5.391780 0.078 0.269 -0.011
O -6.272278 13.354984 5.159058 -0.648 -0.303 -0.420
C -5.533281 12.681394 6.157849 -0.349 -0.306 -0.997
C -6.219617 12.394677 7.500406 1.292 0.116 -0.760
O -5.329257 11.411164 8.100569 -0.638 0.506 1.124
C -5.565825 11.336970 9.528070 -0.445 0.922 -0.501
H -7.359787 14.737575 6.211871 0.116 0.343 0.235
H -7.116583 15.109156 4.508454 -0.219 -0.462 -0.156
H -5.762405 15.307081 5.521181 0.180 0.168 0.629
H -4.579473 13.198051 6.264671 0.205 -0.024 0.481
H -5.366784 11.734781 5.643754 0.363 -0.221 0.430
H -7.249177 12.069078 7.351753 0.021 -0.452 0.119
H -6.261712 13.336823 8.046925 0.143 -0.096 0.584
H -6.602653 11.035063 9.676197 -0.007 -0.163 0.306
H -5.423814 12.320070 9.976914 -0.297 0.446 -0.137
H -4.886194 10.752096 10.147851 0.195 -0.749 -0.971
```
Positions in Å, forces in eV/Å.

Calculated values
Frontier orbital gap (spin up / spin down) = 1.53 / 9.41 eV
E = -42015.8724 eV
Energy relative to the best compared isomer or geometry (same formula, charge and spin) = 5.5310 eV
<S²> = 0.75
E_HOMO (spin up / spin down) = 0.0347 / -0.2506 Eh
Charge = -1
Spin multiplicity = 2